Record 1
ORCA calculation (the ωB97M-V functional and the def2-TZVPD basis) on C32H47FN5O9RuSSb as an isolated structure at a distorted geometry.

CARTESIAN COORDINATES (ANGSTROEM)
Ru1 -1.4756 1.3324 -0.2890
C1 4.8111 -3.0939 0.2751
C2 4.2345 -2.6132 -1.0466
N1 2.8515 -2.1219 -0.9076
C3 2.6446 -0.8061 -0.8051
C4 1.4257 -0.1957 -0.6372
C5 1.4864 1.3096 -0.5482
O1 2.5750 1.8033 -0.3269
O2 0.4025 2.0124 -0.7651
C6 0.2729 -1.0224 -0.5477
O3 -0.9048 -0.6275 -0.3787
C7 0.4973 -2.4628 -0.6321
C8 -0.5913 -3.3320 -0.5204
C9 -0.4028 -4.6811 -0.5811
F1 -1.4734 -5.4772 -0.4132
C10 0.8664 -5.2528 -0.7791
C11 1.9404 -4.3850 -0.8969
C12 1.7760 -2.9987 -0.8095
N2 1.0831 -6.6446 -0.8741
C13 -0.0302 -7.5705 -1.0863
C14 0.5464 -8.9558 -1.4159
N3 1.9165 -8.7642 -1.9983
C15 2.8738 -8.2839 -0.9369
C16 2.1332 -7.2565 -0.0703
H1 5.8194 -3.4777 0.1225
H2 4.2042 -3.8828 0.7205
H3 4.8670 -2.2725 0.9891
H4 4.2487 -3.3864 -1.8137
H5 4.8210 -1.7850 -1.4378
H6 3.5235 -0.1766 -0.8506
H7 -1.5834 -2.9346 -0.3542
H8 2.9226 -4.7986 -1.0726
H9 -0.6349 -7.2116 -1.9169
H10 -0.6827 -7.6758 -0.2169
H11 -0.0705 -9.4915 -2.1326
H12 0.6744 -9.5778 -0.5324
H13 1.8570 -8.0466 -2.7231
H14 2.2600 -9.6204 -2.4334
H15 3.7350 -7.8620 -1.4506
H16 3.1885 -9.1545 -0.3651
H17 2.8343 -6.5074 0.2844
H18 1.7113 -7.7402 0.8180
O4 -3.7989 0.6276 3.9732
C17 -5.1650 0.3194 3.8407
N4 -5.3768 -1.0628 3.4696
C18 -5.3341 -1.5850 2.2224
O5 -5.4652 -2.7688 1.9805
C19 -5.0782 -0.6122 1.1033
C20 -6.0504 -0.2431 0.1876
C21 -5.7040 0.6143 -0.8439
C22 -4.3988 1.0575 -0.9389
N5 -3.4514 0.6635 -0.0795
C23 -3.7883 -0.1503 0.9229
H19 -3.5737 1.3617 3.3846
H20 -5.6446 0.9683 3.1065
H21 -5.6642 0.4615 4.7988
H22 -5.4029 -1.7519 4.2072
H23 -7.0641 -0.6091 0.2895
H24 -6.4356 0.9490 -1.5651
H25 -4.0922 1.7481 -1.7140
H26 -2.9967 -0.4145 1.6115
C24 3.3398 4.6014 -0.9197
C25 2.0912 5.3884 -1.1993
C26 1.7173 5.4782 -2.6575
Sb1 0.2196 4.4937 0.0623
C27 1.2292 4.6285 2.0213
C28 2.3913 3.6729 2.2315
C29 1.5686 6.0908 2.2557
C30 -1.1968 6.0273 -0.6509
C31 -1.6191 5.7669 -2.0903
C32 -0.7075 7.4412 -0.3860
H27 4.0733 4.8268 -1.7017
H28 3.1739 3.5307 -0.9434
H29 3.7890 4.8662 0.0348
H30 1.9494 6.2911 -0.6010
H31 1.4397 4.5074 -3.0685
H32 2.6001 5.8086 -3.2159
H33 0.9347 6.1997 -2.8519
H34 0.3954 4.3292 2.6465
H35 3.3407 4.1101 1.9297
H36 2.2700 2.7275 1.7114
H37 2.4546 3.4589 3.3009
H38 2.3922 6.4279 1.6237
H39 1.8977 6.1988 3.2928
H40 0.7149 6.7536 2.1245
H41 -2.0381 5.7938 -0.0067
H42 -0.8666 6.0368 -2.8201
H43 -2.5036 6.3741 -2.2997
H44 -1.9013 4.7252 -2.2442
H45 0.1593 7.7027 -0.9959
H46 -0.4687 7.6158 0.6609
H47 -1.5070 8.1375 -0.6525
O6 -0.9548 2.2084 1.5855
S1 -2.0649 3.2328 1.4675
O7 -3.3111 2.7795 2.0070
O8 -2.0237 3.3172 -0.1065
O9 -1.6482 4.5676 1.8554

Forces on the atoms, in the same order (eV/Å):
Ru -0.254 -0.213 -0.229
C -0.002 -0.006 -0.002
C -0.010 0.016 0.026
N 0.053 -0.044 -0.028
C 0.033 0.054 0.052
C -0.208 0.002 -0.066
C 0.194 -0.034 -0.012
O -0.090 -0.067 0.003
O -0.046 0.618 0.452
C 0.098 -0.051 0.018
O -0.160 -0.057 0.032
C -0.052 0.003 -0.015
C 0.023 0.007 -0.003
C -0.078 0.036 0.048
F 0.025 -0.021 -0.012
C 0.007 -0.020 0.001
C 0.073 -0.033 -0.032
C -0.038 0.078 0.019
N 0.023 -0.046 -0.006
C -0.004 0.007 -0.023
C 0.022 0.034 -0.007
N -0.004 0.005 0.016
C -0.012 -0.015 -0.008
C -0.025 0.015 0.034
H -0.005 0.006 -0.001
H 0.007 0.000 -0.002
H -0.004 -0.003 -0.001
H -0.010 -0.014 0.007
H -0.003 0.007 -0.006
H 0.010 -0.017 -0.022
H 0.000 -0.008 -0.004
H -0.011 -0.007 -0.006
H -0.008 0.007 0.004
H 0.005 0.002 0.011
H -0.005 0.007 -0.007
H -0.001 -0.010 -0.001
H 0.005 -0.011 -0.017
H 0.001 -0.010 0.013
H -0.006 0.015 -0.005
H 0.019 0.003 0.002
H 0.009 -0.003 -0.004
H -0.016 0.000 -0.001
O 0.051 -0.043 -0.042
C -0.005 0.023 -0.025
N 0.043 -0.040 0.103
C -0.040 -0.052 -0.015
O 0.008 0.043 -0.013
C 0.132 -0.062 -0.053
C -0.076 0.024 0.014
C -0.020 0.020 -0.031
C 0.020 -0.058 0.039
N 0.335 0.192 0.252
C 0.030 0.045 0.066
H -0.049 0.049 0.016
H 0.008 -0.014 -0.019
H 0.017 0.019 0.017
H -0.076 0.008 0.000
H 0.007 -0.005 -0.005
H -0.002 -0.008 0.002
H 0.005 0.023 0.015
H -0.006 -0.018 0.009
C 0.375 0.540 -0.184
C -1.583 -1.716 0.590
C 0.481 0.281 -0.071
Sb 1.672 1.159 -1.358
C -0.590 -0.526 0.227
C 0.012 0.041 0.012
C 0.034 0.038 -0.130
C -0.359 -0.357 0.265
C -0.111 -0.049 0.082
C 0.178 -0.048 -0.122
H 0.037 0.092 0.052
H 0.015 0.074 -0.006
H -0.007 -0.041 0.017
H 0.274 0.232 -0.283
H -0.040 0.014 0.019
H -0.015 0.024 -0.013
H -0.012 0.006 -0.016
H 0.053 0.086 0.122
H -0.008 -0.027 -0.057
H 0.004 0.007 0.061
H 0.007 0.044 0.010
H -0.020 0.025 -0.007
H 0.009 -0.053 -0.003
H -0.001 0.004 0.037
H -0.007 0.132 0.053
H -0.026 0.020 -0.043
H -0.001 0.005 0.026
H -0.012 -0.001 -0.011
H 0.003 0.022 0.016
H -0.021 0.022 0.001
H -0.012 -0.029 -0.025
O -0.153 -0.586 0.154
S -0.249 0.474 -0.379
O 0.022 0.036 -0.200
O 0.200 -0.029 -0.246
O -0.094 -0.293 0.862

The value obtained for the LUMO energy is -5.828 eV. Its charge is +2. The spin multiplicity is 1. For the gap between HOMO and LUMO, the calculation gives 0.241 Ha. The energy relative to the best compared isomer or geometry (same formula, charge and spin) is 144.4 kJ/mol. For the HOMO energy, the calculation gives -12.394 eV.



Record 2
ORCA calculation (the ωB97M-V functional and the def2-TZVPD basis) on C21H41Li3O12P as an isolated structure at a distorted geometry.

CARTESIAN COORDINATES (ANGSTROEM)
Li1 0.3448 -2.9573 0.3105
Li2 2.5853 -0.9567 1.7707
Li3 -0.5861 -1.1848 2.2786
P1 1.1527 -2.9553 2.5009
O1 1.1712 -1.4899 2.9800
O2 -0.2612 -3.1396 2.0407
O3 1.6632 -3.8481 3.6852
O4 2.0291 -2.8871 1.1894
O5 0.8539 0.6071 -1.2521
C1 0.9020 0.1112 -0.0818
O6 1.8826 0.5177 0.5227
O7 0.0356 -0.6964 0.3456
H1 1.7378 0.9794 -1.2087
C2 0.9012 -3.1579 -3.9666
C3 2.2346 -3.7260 -3.5802
C4 2.1354 -4.0761 -2.1001
O8 1.1527 -3.1418 -1.6148
C5 0.5139 -2.4292 -2.6677
H2 0.1338 -3.8533 -4.3067
H3 1.0860 -2.3700 -4.6967
H4 3.0153 -2.9845 -3.7496
H5 2.6309 -4.5629 -4.1552
H6 3.1198 -3.7839 -1.7344
H7 1.8546 -5.1178 -1.9447
H8 0.9377 -1.4249 -2.6702
H9 -0.5737 -2.4374 -2.5962
C6 -1.4569 4.2563 2.7577
C7 -0.7162 4.0526 1.5401
C8 0.4568 3.1638 2.0552
O9 0.6761 3.7531 3.3277
C9 -0.4404 4.4748 3.8748
H10 -1.9390 3.3247 3.0539
H11 -2.1702 5.0718 2.8772
H12 -0.3963 5.0018 1.1102
H13 -1.1497 3.5227 0.6919
H14 1.2747 3.2192 1.3368
H15 0.0827 2.1459 2.1645
H16 -0.1819 5.5336 3.8547
H17 -0.5466 4.3446 4.9518
C10 -2.3807 -4.6513 -2.5341
C11 -3.1409 -3.5871 -1.8068
C12 -2.4910 -3.4218 -0.3780
O10 -1.1429 -4.0840 -0.5256
C13 -1.3258 -5.1005 -1.5087
H18 -1.8531 -4.2776 -3.4117
H19 -2.9791 -5.4760 -2.9213
H20 -4.2099 -3.8001 -1.8196
H21 -3.0033 -2.6684 -2.3771
H22 -3.1301 -3.9531 0.3272
H23 -2.4068 -2.3753 -0.0851
H24 -1.6788 -6.0376 -1.0782
H25 -0.3285 -5.3471 -1.8728
C14 4.6813 4.5821 -2.2173
C15 4.0288 3.4944 -1.3920
C16 2.5246 3.6060 -1.7823
O11 2.2878 5.0351 -1.9194
C17 3.5800 5.6395 -2.2419
H26 4.7442 4.1684 -3.2238
H27 5.7068 4.8575 -1.9714
H28 4.2710 3.6275 -0.3376
H29 4.5115 2.5338 -1.5716
H30 1.9941 3.1788 -0.9312
H31 2.4123 2.9772 -2.6655
H32 3.8977 6.4093 -1.5387
H33 3.5168 6.0881 -3.2333
C18 -3.8912 1.1168 2.0135
C19 -4.0122 1.0296 3.4726
C20 -2.7315 0.5794 3.8855
O12 -2.2771 -0.3289 2.8361
C21 -3.1191 -0.2225 1.6864
H34 -3.3216 1.9982 1.7187
H35 -4.8116 1.1542 1.4308
H36 -4.7907 0.3273 3.7709
H37 -4.1778 1.9098 4.0938
H38 -2.9387 0.0152 4.7947
H39 -1.9684 1.3255 4.1073
H40 -3.6486 -1.1635 1.5371
H41 -2.5435 -0.0582 0.7754

Forces on the atoms, in the same order (eV/Å):
Li 0.382 0.072 -0.431
Li -1.240 -0.623 0.014
Li 0.950 -0.492 0.053
P 3.971 -1.199 4.126
O 0.331 2.582 0.587
O -3.389 -0.783 -1.109
O -0.913 0.809 -2.743
O 0.417 -0.268 -0.059
O -1.303 1.070 -4.950
C -1.964 -3.030 3.791
O 3.236 0.480 2.837
O -0.665 0.513 -0.865
H 0.387 0.805 -0.916
C 0.160 1.168 -0.003
C 0.849 -0.988 -0.523
C 0.168 1.706 -0.987
O -0.125 -0.621 0.330
C 0.574 -0.693 -0.737
H 0.194 -0.129 0.025
H -0.451 -0.259 -0.506
H -0.117 0.392 0.316
H -0.472 -0.322 -0.197
H -0.253 -0.630 1.018
H 0.034 0.117 0.412
H -0.449 0.161 0.006
H 0.047 0.267 0.646
C -2.755 -0.283 3.615
C 1.768 -0.568 -2.179
C -2.052 1.642 -0.118
O 1.977 -0.437 1.413
C 1.857 0.818 -2.332
H -0.583 -0.113 -0.274
H -0.336 -0.071 -0.734
H 0.521 0.089 0.118
H -0.782 -0.032 0.264
H 0.454 -0.087 0.720
H 0.333 -0.261 -0.070
H 0.333 0.465 -0.201
H -0.727 -1.202 -0.213
C 1.553 -0.645 -0.415
C -0.035 1.282 0.261
C 0.434 -1.345 -1.498
O -2.906 0.805 -0.348
C 0.269 -0.589 0.376
H -0.133 0.334 -0.050
H -0.083 -0.120 0.374
H -0.012 0.075 0.461
H -0.181 0.256 0.204
H 0.442 -0.139 0.362
H 0.520 -0.266 0.008
H -0.147 -0.041 0.631
H -0.088 0.286 -0.399
C -0.899 -0.941 -1.211
C 0.650 -0.297 0.452
C 2.037 0.061 1.578
O 1.448 -0.968 -0.242
C 0.327 0.435 -0.138
H 0.163 0.002 -0.288
H -0.329 0.392 0.463
H -0.710 0.396 0.274
H -0.432 -0.275 -0.435
H -0.685 0.323 -0.315
H -0.618 0.513 -0.416
H -0.808 0.228 0.307
H -0.171 0.144 0.015
C -0.670 -0.822 -2.234
C -2.632 1.455 0.750
C 2.357 -2.741 1.025
O 0.468 0.031 0.354
C 0.206 1.948 0.270
H 0.385 -0.213 -0.129
H -0.255 0.077 0.234
H -0.025 -0.209 -0.126
H -0.541 0.609 -0.593
H 0.924 -0.337 0.199
H 0.013 0.091 -0.349
H -0.679 0.245 0.332
H 0.477 -0.106 0.114

The value obtained for the LUMO energy is 2.248 eV. Its charge is -1. The spin multiplicity is 1. For the gap between HOMO and LUMO, the calculation gives 0.194 Ha. The energy relative to the best compared isomer or geometry (same formula, charge and spin) is 228.2 kJ/mol. For the HOMO energy, the calculation gives -3.031 eV.



Record 3
ORCA calculation (the ωB97M-V functional and the def2-TZVPD basis) on a 2-piece molecular cluster, C2H2OS overall.

CARTESIAN COORDINATES (ANGSTROEM)
C1 1.2016 -0.7338 -0.0290
C2 0.9217 -0.3592 -1.1272
H1 1.5032 -1.0412 0.9258
H2 0.6446 -0.0869 -2.0995
O1 -1.9138 0.6985 1.7290
S1 -2.3572 1.5226 0.6008

Forces on the atoms, in the same order (eV/Å):
C 0.022 0.218 -0.414
C 0.001 -0.253 0.391
H 0.101 -0.201 0.638
H -0.149 0.253 -0.619
O 0.224 -0.418 0.582
S -0.198 0.400 -0.578

The value obtained for the LUMO energy (spin up / spin down) is -1.452 / -1.449 eV. Its SMILES is C#C.O=S. The spin multiplicity is 1. For the gap between HOMO and LUMO (spin up / spin down), the calculation gives 0.286 / 0.286 Ha. The energy relative to the best compared isomer or geometry (same formula, charge and spin) is 274.6 kJ/mol. For the HOMO energy (spin up / spin down), the calculation gives -9.227 / -9.234 eV.



Among the records above, which one has the highest energy relative to the best compared isomer or geometry (same formula, charge and spin)? C2H2OS



Number 1 is which compound? C32H47FN5O9RuSSb